144
Properties=species:S:1:pos:R:3 method="wB97M-V/def2-TZVPD" gap_ha=0.292 homo_ha=-0.2914 relative_energy_ev=0.000 lumo_ha=0.0002
C -0.0183 -4.0404 3.3040
H -0.7039 -0.9502 -2.3641
C 0.2316 -3.0671 -4.2717
C -1.3224 -0.0636 1.7752
H -0.8442 4.2582 -0.8138
H 1.8798 -4.2230 -0.2679
H -3.4058 3.6989 6.4832
C 2.3310 -5.1671 0.0799
H 2.9185 2.6108 3.6932
H -2.7020 6.6139 -2.1278
H 4.2323 -1.8858 -5.5841
H 1.1964 2.7700 -0.1921
H -0.4874 2.7246 -1.5601
H -2.3625 6.2269 4.3875
H -4.9399 -2.0506 4.0791
H 3.7999 1.2316 -5.1489
H 0.9052 -8.1769 1.0065
O -2.7020 5.8191 -2.6657
H -4.2979 1.7677 4.9332
H -2.4789 4.3424 1.0715
O 2.0260 5.6585 1.2982
H 0.2090 0.1743 -4.8578
C 1.0065 -4.9994 2.7201
H 2.0394 1.5601 -5.1270
H -0.3844 -0.7578 -0.8880
N 1.4793 -0.9892 -3.9516
H 1.3659 3.8886 -2.0298
C 1.3993 -2.2036 -4.7332
H 0.3220 -3.4830 4.1741
H 2.4001 -6.4533 3.6892
H 2.7624 -3.7953 -5.2213
H 2.6428 -3.4648 -3.5027
H -0.6945 -2.7400 -4.7424
O -4.6949 4.5586 -0.9600
H -2.9453 1.1052 2.4963
O -4.8087 1.4807 4.1663
H -1.4507 -5.7189 1.5739
H -3.4211 -0.1095 1.2750
H -1.0758 5.5000 4.7507
C 1.1041 -0.0209 1.4856
O 0.1961 3.9243 -3.5934
H 2.0618 0.4427 1.7332
C 0.2756 -6.1872 -0.8291
H 1.1499 -0.2515 0.4193
H 2.0676 -3.1633 2.0342
H 4.6900 3.5224 1.1704
C 2.8037 0.7837 -5.1014
C -1.4156 2.5522 0.3916
H -2.1543 3.3570 -1.4939
H 0.9303 -6.3869 -1.6822
C -1.2239 3.2409 -0.9463
H 2.0489 -8.0269 -0.2306
C 2.6478 -0.1386 -3.8715
H -3.3671 -2.8494 -1.5724
H -0.4540 -3.3477 2.5729
H -3.6306 5.8219 2.7835
H -0.1156 4.4478 -4.3374
H 0.6831 -6.7942 3.9014
H 2.7664 0.2390 -6.0495
C 2.2528 -4.1870 2.3732
H 0.3145 6.8384 -1.0881
H -1.1526 -0.9248 1.1225
C 1.1654 -6.1128 0.3984
H -0.2571 -5.2526 -1.0173
H 2.1719 0.2345 -1.7696
H 3.4168 1.3496 -2.4916
H -0.8561 4.2424 1.6102
O 2.1520 3.6626 -1.5064
H 2.6273 4.4933 -1.4072
H -3.1722 1.5985 -2.8312
H -2.0143 -2.5538 -0.9340
O 0.2550 -0.2761 -3.9999
H 2.8765 -4.0996 3.2664
H 3.9004 -1.3160 -2.5967
H 2.9098 -5.5923 -0.7386
C 2.7000 -2.9875 -4.4872
C 3.9891 -2.1862 -4.5637
H -3.5179 2.2286 0.3991
C 2.5025 0.7818 -2.6544
O -3.0230 3.0940 5.8419
C 3.9017 -0.9909 -3.6450
H 1.1440 5.9003 0.9871
H 1.0288 -0.9354 2.0816
C -2.6731 0.6344 1.5529
O -2.4011 1.2593 -3.2986
O 3.6173 2.2573 4.2547
C 0.0922 1.5406 3.1458
H 0.4653 -4.1196 -4.4042
C 1.4226 -5.9909 3.8254
H 2.1008 1.1886 5.8409
H -5.4064 5.0468 -0.5360
O -1.9527 5.3549 4.3785
O 0.9298 2.6603 0.7320
H 0.0859 -2.9086 -3.1976
H -0.9326 -4.5801 3.5905
C 1.3013 -1.9656 -6.2544
O -0.7467 -6.3428 1.7814
O -5.5474 1.7248 -1.5586
O -0.2101 6.6986 -0.2939
H 0.0743 3.0078 -3.8665
H -2.6915 1.0933 -0.5710
H -4.4940 -1.8627 2.6372
H -2.0949 3.2166 2.3858
H -6.4407 2.0233 -1.7647
H -5.5251 0.8143 -1.8709
H 4.7586 -2.8751 -4.2068
H 4.7494 -0.3013 -3.6659
C -1.7438 3.6202 1.4403
H 2.2922 -1.7681 -6.6593
C 1.7239 -7.5120 0.6789
C -2.6142 1.6136 0.3892
H 4.2118 1.8447 3.6219
N -0.2051 1.7919 0.6753
H 0.9150 -2.8539 -6.7537
H 3.5048 -5.8274 1.6687
O 1.5976 1.2932 6.6570
C 3.1428 -4.8503 1.3279
H -2.6499 3.6737 5.1597
O -4.8671 -1.3868 3.3859
H -4.7766 0.5124 4.1660
H -5.0530 5.3056 2.9429
O -2.7159 -3.2200 -0.9716
H 0.3862 0.8208 3.9102
H 0.6552 -1.1181 -6.4929
N 0.4351 -5.6079 1.5349
H -5.0516 3.6783 -1.1403
H 1.7354 1.5377 -2.8262
O -4.5316 5.9686 2.4786
O -1.1251 -0.8045 -1.5048
H 2.4202 -7.6102 1.5092
H 1.4112 -5.4784 4.7894
H -1.4418 -0.5405 2.7589
H -1.1149 6.8900 -0.5558
H -0.4768 -6.9748 -0.7985
H 3.5496 2.6424 0.6590
C -0.1105 0.8516 1.7944
H 1.6151 2.2383 6.8296
H 2.0190 4.6937 1.3315
O 3.7888 3.2506 1.3682
H -0.8876 1.8889 3.4822
H 4.0181 -4.2307 1.1315
H -3.1317 5.1487 -2.1181
H -1.9424 0.7200 -2.6370
H 0.7500 2.4000 3.0497

***

66
Properties=species:S:1:pos:R:3 method="wB97M-V/def2-TZVPD" gap_ha=0.225 homo_ha=-0.0822 relative_energy_ev=1.089 lumo_ha=0.1429 total_charge=-2
H -2.3332 0.2615 -1.5417
F -4.2601 -5.1856 4.0514
F 2.1680 4.7325 -1.2391
H -2.8895 1.4663 1.8005
C -6.8866 -1.8187 0.8754
H -3.3074 0.2245 0.6087
C -6.0851 -0.3359 -0.7233
F -6.9240 -3.0039 1.5196
F -6.6775 -3.8715 -1.9174
C 2.1944 2.4346 -0.4732
C -3.0408 1.2758 0.7363
C -7.8740 -0.9195 1.2387
F 4.7202 4.7265 -1.8510
F -8.7737 -1.2197 2.1942
C -5.9740 -3.8032 -4.1189
C -0.0372 3.3095 -0.3640
C 2.8606 3.5788 -1.0136
C -4.4152 -5.5111 -0.0180
C -4.2965 -4.1835 1.8955
C 5.0326 2.4957 -1.1655
F -7.1453 -4.3420 -4.5068
H -3.8866 1.8949 0.3898
C -1.3859 2.9390 0.2553
C 3.1030 1.3376 -0.2976
C 4.1985 3.5850 -1.3360
F -7.1481 1.7698 -1.0503
F 2.5898 0.1864 0.2259
C -5.0199 -3.5122 -5.0732
H 6.0766 2.5215 -1.4376
K 0.1300 -0.2569 0.1586
H -0.1778 3.5165 -1.4367
N 0.4679 -2.8037 0.1232
H -1.0856 1.4614 -1.9654
S -0.8245 -3.0566 1.1411
C -7.9573 0.2989 0.5988
C -2.0162 1.3008 -1.4144
N -1.8132 1.5682 0.0037
F -2.8898 -2.6820 -5.6193
F -5.2241 0.0327 -1.7001
C -4.4383 -6.6548 0.7635
H -1.3201 3.0569 1.3409
F -4.5108 -7.8765 0.2044
F -4.4496 -5.7197 -1.3504
Ge -4.0167 -2.4169 -0.4026
F -5.2677 -3.7579 -6.3708
C 4.4270 1.3650 -0.6316
C -5.9396 -1.5685 -0.1006
H 0.2589 4.2625 0.0903
N 0.9275 2.2491 -0.1461
F -8.9128 1.1819 0.9374
H -2.1453 3.6563 -0.1104
C -5.7068 -3.5392 -2.7899
C -4.3136 -5.2929 2.7137
F -2.3980 -2.1692 -3.0413
C -7.0592 0.5923 -0.4066
C -3.5916 -2.7168 -3.3435
F -4.2160 -2.9861 2.5112
F 5.1730 0.2550 -0.4349
C -4.3636 -4.2379 0.5109
C -3.8145 -2.9661 -4.6869
O 1.5790 -5.1364 0.2931
C -4.5177 -2.9898 -2.3516
C -4.3877 -6.5440 2.1355
S 1.5909 -3.7734 -0.2668
F -4.4153 -7.6447 2.9052
H -2.7958 1.9473 -1.8507

***

63
Properties=species:S:1:pos:R:3 method="wB97M-V/def2-TZVPD" gap_ha=0.265 homo_ha=-0.4076 relative_energy_ev=0.463 lumo_ha=-0.1427 total_charge=+1
N -1.3133 -1.1376 2.0974
C -0.6139 -0.0656 2.2556
C 3.5896 1.6574 -1.1776
H 4.4086 1.7622 -0.4818
C -1.7064 1.8908 -1.9608
H 0.8312 -3.4950 0.1708
C -2.5481 1.6724 -3.0472
H 0.1080 2.4583 2.8085
C -1.9882 3.8466 -3.9352
C -2.3982 -4.1130 -3.4571
C -2.6944 2.6474 -4.0314
N 3.3101 0.2003 1.3182
C -2.0821 -3.0649 -0.9143
N -1.2843 -1.4787 0.7316
C -0.4228 0.5335 3.5882
N 3.7626 -0.3178 3.5032
Cl -2.1543 5.0431 -5.1515
H -3.8172 -5.4678 -2.5701
N 2.5209 -1.8264 2.3179
H 1.3137 -3.9121 1.7954
H -0.9447 -2.6492 -4.0873
C -3.1296 -4.6519 -2.3998
C -1.5102 -3.0666 -3.2660
O -0.4949 -1.5382 -1.7650
C -1.0134 3.0940 -1.8578
N 1.4924 0.6295 -1.6890
C -1.3494 -2.5464 -1.9911
C 2.4420 2.1710 -3.2207
H -2.5214 -3.0017 1.2228
C -1.1437 4.0660 -2.8468
H 2.3654 2.6948 -4.1627
H 0.5502 1.1533 -3.4458
Cl -0.2519 5.5287 -2.7352
C 0.1511 2.4186 4.9584
C 3.5186 2.3669 -2.3703
Cl 0.0363 3.3578 -0.5160
H 0.4373 3.4578 5.0525
H 0.1149 2.0792 7.0738
O -1.5366 0.9201 -1.0490
C 2.5776 -0.1173 0.2928
N 1.2636 -3.2473 1.0433
C -0.0360 1.8641 3.7013
C -0.6092 -0.2469 4.7277
H -2.5264 -4.5189 -4.4524
H 4.2353 0.5661 3.5677
C -1.9746 -2.5180 0.4168
C 3.1765 -0.6669 2.3625
Cl -3.3816 0.1735 -3.1594
C 1.8740 -2.0685 1.1858
H -3.5337 -4.5201 -0.2977
C -0.0331 1.6429 6.0945
H 4.3017 3.0632 -2.6393
Ti -0.2026 -0.2183 -0.5300
H -0.5536 -0.2899 6.8686
H 3.6593 -0.9025 4.3141
C 1.4327 1.3061 -2.8368
C 2.5678 0.7754 -0.9023
C -2.9684 -4.1272 -1.1343
H -0.9076 -1.2808 4.6203
Cl -3.7316 2.3653 -5.3665
C -0.4108 0.3103 5.9798
N 1.7787 -1.1914 0.1477
O -0.0315 0.5300 1.2312

***

105
Properties=species:S:1:pos:R:3 method="wB97M-V/def2-TZVPD" gap_ha=0.294 homo_ha=-0.3444 lumo_ha=-0.0500
H 1.2625 -3.4503 -0.2386
C 0.1686 -3.1154 4.5025
H -0.9157 -2.7420 4.4283
Cl 2.5359 -3.4075 -4.1429
H 2.0940 -3.3752 3.4000
Cl 4.5067 1.3436 -0.0338
Cl 1.4936 1.0106 5.0831
H -0.0329 -2.0505 -0.0162
C 1.8071 -1.7795 1.2738
H -6.5856 -2.6373 1.4052
H -7.6207 0.0977 0.2932
C -1.4610 8.6600 -9.0105
Cl 0.8017 -1.0852 -4.3206
Cl -0.3872 -11.2984 -5.9603
C -0.5592 8.1678 1.3566
Cl 5.7744 -5.9488 -5.6771
Cl 0.0475 -0.6393 6.9788
Cl 5.5907 6.4376 -3.6891
Cl -9.2242 1.1855 5.5252
Cl 2.0692 2.9129 -0.2069
C -7.5442 0.6052 5.4957
Cl 3.6377 4.4341 -6.2033
C -2.1245 1.9834 0.5942
C 0.3289 8.0203 -4.4133
Cl -0.5829 2.1864 6.7360
Cl -6.6549 1.2918 6.8726
N 1.1701 -1.6069 2.6071
Cl 2.8017 1.9193 -7.3846
C -0.1792 0.4195 1.6360
H 0.7309 -2.6532 5.4065
Cl 4.3778 -7.9401 2.3804
Cl 4.8598 -8.6775 -5.2979
Cl 1.9166 -3.4185 7.7796
Cl -1.2865 8.2405 -5.1209
H 0.0937 -4.2526 4.7535
C 2.4912 -1.6400 -4.3295
H -8.5218 -1.3146 1.1351
Cl -1.9067 7.0088 1.3906
H -5.6762 -0.9618 3.1927
C -4.3295 0.2159 1.7748
H 0.5997 -3.7628 2.3769
C -0.1512 -0.9107 2.5385
C 1.0198 -3.0140 3.1427
C 3.2297 -4.6189 7.7417
Cl 1.7807 -11.6283 -4.0570
Cl 1.7296 -7.2600 1.4034
Cl 5.7499 6.6551 -0.7977
H 1.5341 -1.7191 -0.9502
Cl 4.4142 -4.2337 9.0101
C 1.3784 -11.2679 -5.7511
O -2.7934 0.2267 3.7782
Cl 3.5219 4.1575 -9.0915
Cl 3.2557 -1.1865 -5.8698
Cl 3.3713 -0.8796 -2.9845
H -0.3910 -0.5692 3.6266
Cl -2.7573 9.8769 -8.9905
Cl 2.4420 -6.7200 4.1675
O -4.0598 3.6615 0.4027
Cl 1.2280 9.5521 -4.5028
O 3.0498 -1.4242 1.1731
C -1.7123 0.9787 1.5650
C 4.8462 5.9407 -2.1524
H 0.1188 0.2479 0.5259
Cl 1.9270 1.3536 7.9350
Cl 2.1217 -12.4882 -6.8092
C -2.8971 0.4391 2.5229
Cl 0.1727 7.5194 -2.7148
Cl 0.1864 8.2588 2.9681
Cl 2.8702 1.7479 2.3281
C 1.0841 -2.3195 -0.0601
C -7.5868 -0.6471 1.1664
Cl 3.3648 -6.8689 -7.0108
C -5.1702 -1.0918 2.1696
Br -3.8667 -2.6237 2.4211
Cl -7.5275 -1.1699 5.6039
Cl -1.1683 9.7727 0.8933
H -1.3859 2.4371 -0.1683
Br -5.5276 -1.7746 -0.7719
Cl 1.2070 6.7625 -5.3109
Cl -2.1516 7.0531 -8.6885
C 3.0455 -6.7683 2.4939
Cl 0.6535 7.6304 0.1722
C 2.7574 3.6881 -7.5565
H -7.4975 -0.0638 2.1751
C 3.4566 2.4925 0.8247
Cl -0.6742 8.6581 -10.6051
Cl 1.9988 -9.6574 -6.1772
C -3.6876 2.4409 0.5700
Cl 4.3754 3.9655 1.2071
Cl 3.1596 6.5004 -2.1023
H 0.5356 1.2633 2.0082
Cl -6.7688 1.1114 3.9773
Cl 3.6349 -5.1589 2.0224
C 4.3430 -6.9925 -5.5299
Cl 2.5565 -6.2393 8.0317
C -6.2429 -1.5760 1.0711
H -5.7287 1.1292 0.2474
Cl 3.3716 -6.4729 -4.1342
Cl 1.0679 4.2422 -7.5409
C 0.7207 0.9790 6.6838
Cl 4.8810 4.1686 -2.0242
Cl -0.2628 9.0505 -7.7575
C -4.7408 1.2224 0.8187
H -1.0156 -1.6326 2.2337
Cl 4.0364 -4.5897 6.1557

***

61
Properties=species:S:1:pos:R:3 method="wB97M-V/def2-TZVPD" gap_ha="0.235 / 0.173" homo_ha="-0.4873 / -0.4875" spin_multiplicity=5 relative_energy_ev=0.000 s_squared=6.059 lumo_ha="-0.2519 / -0.3140" total_charge=+2
H -2.5212 -0.7346 1.6331
Cl 2.7843 0.3643 8.4941
C 1.5704 3.9004 -0.6231
C 1.0097 -0.6657 6.7201
C -1.9063 1.6086 -0.8806
N 0.1657 0.2682 7.2415
O 3.8004 2.1016 0.3702
C 2.5765 1.6611 0.2112
C -4.7960 -2.9885 2.6798
C -1.1443 1.3664 5.4389
H 0.4274 0.5837 8.1695
C -0.7976 2.5706 -0.7087
H 2.5257 4.4087 -0.6432
O -3.0083 2.0592 -1.3851
H -4.9090 -0.9064 2.1827
C -3.4502 1.9029 5.9491
C -2.0897 0.9008 7.6363
H -4.1313 1.4496 7.9378
O -1.2132 1.3285 2.4138
Cl -0.9580 -1.7413 5.1464
C 2.8791 -2.5299 5.7674
C -2.9260 -1.6929 1.9348
C -1.0203 0.8325 6.7376
C -0.6519 -2.7746 1.8157
C 0.4430 4.5514 -1.1042
Os -0.0299 0.0825 0.6588
C -0.7620 3.8669 -1.1840
H -1.9635 0.4978 8.6340
C -2.1090 -2.8114 2.0586
H 0.5160 5.5690 -1.4643
H 4.2386 -1.6688 7.2056
O 0.1449 -3.5496 2.2442
C 1.5898 -2.5168 5.2485
H 3.9020 3.0595 0.2811
O 0.7962 0.4914 2.4905
C -4.2686 -1.7750 2.2552
H -4.4171 -5.0520 3.1282
O -0.2231 -1.7459 1.0029
O -1.7165 0.4151 -0.5957
O 2.3213 0.4791 0.3101
C 0.0390 1.4837 4.5095
H -4.3982 2.3123 5.6264
H 0.3832 2.5246 4.4954
C 2.3300 -0.7372 7.2476
C 0.6635 -1.6133 5.7244
C -2.3747 1.8885 5.0715
C -3.3034 1.4224 7.2429
H -2.4939 2.3091 4.0815
N 0.2712 1.9784 -0.1539
H -1.9969 -4.8789 2.6041
H 0.8903 0.9003 4.8369
H -3.6648 1.3502 -1.5173
C -0.1922 1.0919 3.0793
Br -6.6252 -3.1008 3.1046
H 3.5977 -3.2469 5.3941
C -2.6446 -4.0187 2.5004
H -1.6417 4.3135 -1.6265
C -3.9916 -4.1141 2.8000
C 1.4575 2.5975 -0.1640
C 3.2445 -1.6495 6.7814
H 1.2877 -3.2209 4.4835

***

56
Properties=species:S:1:pos:R:3 method="wB97M-V/def2-TZVPD" gap_ha="0.217 / 0.217" homo_ha="-0.2773 / -0.2773" lumo_ha="-0.0602 / -0.0602"
C 2.6217 -1.4133 0.5018
C 1.5295 3.3511 -2.3484
H -5.0152 1.1869 1.9220
H 2.9786 4.6558 -3.2330
H -6.1946 -0.4789 3.3077
C -0.3796 4.9930 -3.5106
H -2.5359 -5.4949 1.6801
N 1.9135 -0.3890 0.8595
C -0.0041 -3.6071 -0.8842
C 0.9708 5.2515 -3.7041
H 0.1543 -5.6548 -1.4912
C 1.9879 -2.6369 0.0512
O -3.4094 -3.7828 2.2300
H 5.1670 3.6669 1.3480
C 2.6713 0.7448 1.0405
O -1.9634 -1.9312 0.6201
H -1.0421 -3.5119 -1.1787
C 4.9593 1.5860 0.9333
H -1.4667 -4.0828 1.5060
C 1.9253 4.4420 -3.1051
C 4.0455 0.5460 0.8292
C -2.4841 -4.4483 1.3843
H -1.1223 5.6293 -3.9741
C -3.7344 -2.4653 2.0860
Au -0.2805 -0.7340 0.0138
H -5.3483 -2.8007 3.4122
C 4.4775 2.8376 1.2654
O 0.6235 0.9220 -1.2792
H 2.7705 4.0356 1.7598
H -1.8236 3.7100 -2.5572
C -4.6614 0.1642 1.9678
C 3.1143 3.0447 1.4958
H 1.1470 2.1697 1.5395
C 0.1769 3.0806 -2.1632
C -2.9084 0.8429 0.4534
H 2.2618 2.7036 -1.8834
H 2.5097 -5.8748 -0.7782
S 4.3359 -1.1156 0.4059
C -3.0114 -1.5212 1.2832
C 2.2067 2.0123 1.3838
N -1.7529 0.8418 -0.1033
C -4.8440 -2.0641 2.8010
C -0.7783 3.9175 -2.7339
C 0.6697 -4.8106 -1.0530
C -3.5113 -0.1872 1.2421
C 0.6506 -2.5246 -0.3380
C -0.2187 1.8726 -1.3891
H 6.0109 1.4140 0.7477
C 1.9959 -4.9307 -0.6557
C 2.6594 -3.8485 -0.1077
H -2.7703 -4.3556 0.3350
H 1.2809 6.0917 -4.3122
C -5.3135 -0.7552 2.7453
N -1.4379 1.8904 -0.9001
H 3.6937 -3.9344 0.2039
H -3.4971 1.7497 0.3282

***

Calculated total energy / eV: -76973.932 -181874.938 -133120.288 -828216.901 -146244.287 -54498.385